1.
Density functional theory data (ωB97M-V/def2-TZVPD) for a single C24H26N6O3 molecule.

The calculation puts the LUMO energy at 0.30 eV. Its HOMO-LUMO gap is 9.121 eV. The value obtained for the energy is -1484.4587 a.u. As for the SMILES: CCCc1nc(C(C)(C)O)c(C(=O)O)n1Cc1ccc(-c2ccccc2-c2nnn[nH]2)cc1.

CARTESIAN COORDINATES (ANGSTROEM)
C -4.6994 -3.9377 0.1382
C -3.7747 -2.7500 -0.0912
C -4.0901 -1.6009 0.8777
C -3.2477 -0.4109 0.5911
N -3.6044 0.5419 -0.2406
C -2.5705 1.4051 -0.3261
C -2.5980 2.6199 -1.2188
C -2.5709 3.8863 -0.3451
C -3.8570 2.5978 -2.0838
O -1.4913 2.5978 -2.1003
C -1.5558 0.9801 0.5213
C -0.2682 1.5855 0.8093
O 0.4084 2.1512 -0.0389
O 0.1210 1.4978 2.0754
N -2.0150 -0.1894 1.1033
C -1.1884 -1.0959 1.8644
C 0.1503 -1.2692 1.1852
C 1.3177 -1.3176 1.9361
C 2.5508 -1.2820 1.3150
C 2.6417 -1.1764 -0.0719
C 3.9452 -0.9202 -0.7112
C 4.4217 -1.7189 -1.7428
C 5.6634 -1.4765 -2.3040
C 6.4503 -0.4371 -1.8359
C 5.9881 0.3763 -0.8170
C 4.7342 0.1498 -0.2649
C 4.2237 1.0172 0.7871
N 4.7843 1.2919 1.9493
N 3.9155 2.0143 2.6307
N 2.8557 2.2162 1.9618
N 3.0057 1.6141 0.7772
C 1.4746 -1.2365 -0.8253
C 0.2422 -1.2891 -0.2017
H -4.5954 -4.3165 1.1525
H -4.4626 -4.7421 -0.5544
H -5.7360 -3.6471 -0.0153
H -3.8932 -2.3830 -1.1125
H -2.7361 -3.0676 0.0310
H -5.1301 -1.3030 0.7414
H -3.9560 -1.9299 1.9100
H -3.4235 3.8969 0.3283
H -2.6072 4.7642 -0.9849
H -1.6556 3.9230 0.2420
H -4.7408 2.5989 -1.4561
H -3.8580 3.4671 -2.7344
H -3.8575 1.7001 -2.6938
H -0.6778 2.5673 -1.5727
H 0.9948 1.9371 2.2170
H -1.0334 -0.6969 2.8727
H -1.7093 -2.0537 1.9445
H 1.2623 -1.3406 3.0142
H 3.4527 -1.3003 1.9099
H 3.8184 -2.5443 -2.0899
H 6.0212 -2.1072 -3.1035
H 7.4232 -0.2564 -2.2675
H 6.5856 1.1952 -0.4476
H 2.2745 1.6886 0.0743
H 1.5306 -1.1880 -1.9031
H -0.6541 -1.2967 -0.8060

Results of the Mulliken charge analysis, in e, for atoms 1 through 5: number 1, C, carries -1.45; number 2, C, carries 0.03; number 3, C, carries -1.35; number 4, C, carries 0.38; number 5, N, carries -0.70


2.
Density functional theory data (ωB97M-V/def2-TZVPD) for a gas-phase ion, C24H26NO8 (charge -1).

The calculation puts the LUMO energy at 1.81 eV. Its net charge is -1. Its HOMO-LUMO gap is 5.281 eV. The value obtained for the energy is -1586.7361 a.u. As for the SMILES: CCOC(=O)/C(=C(\[O-])OCC)[C@@H](c1ccc([N+](=O)[O-])cc1)[C@@H](C(=O)OCC)c1ccccc1.

CARTESIAN COORDINATES (ANGSTROEM)
C -4.1063 3.8811 -1.1651
C -2.6243 3.7527 -0.8586
O -2.2832 2.3716 -0.6802
C -0.9618 2.1332 -0.4831
O -0.1583 3.0400 -0.3526
C -0.6090 0.7431 -0.4513
C -1.3317 0.0170 -1.4827
O -1.5671 0.4874 -2.6205
O -1.7947 -1.2002 -1.1158
C -2.5768 -1.8192 -2.1633
C -2.5741 -3.2995 -1.9136
C 0.6532 0.2645 0.2885
C 0.3908 0.7829 1.7796
C -0.7529 1.3932 2.3122
C -0.6795 2.1727 3.4602
C 0.5565 2.3114 4.1073
N 0.7026 3.1689 5.2718
O 1.8284 3.2227 5.8411
O -0.3061 3.8092 5.6669
C 1.6939 1.6262 3.6516
C 1.5898 0.8845 2.4951
C 0.9882 -1.0689 -0.0599
C 1.4804 -1.1955 -1.5589
O 2.6505 -1.2201 -1.9561
O 0.5541 -1.2208 -2.5216
C 1.1557 -1.1102 -3.8648
C -0.0222 -1.0584 -4.7955
C 1.9973 -1.8884 0.7801
C 3.2812 -2.2884 0.4199
C 4.2064 -2.8450 1.3352
C 3.8073 -3.0649 2.6747
C 2.4461 -2.8372 3.0096
C 1.5701 -2.2979 2.0486
H -4.3594 4.9443 -1.2810
H -4.3607 3.3666 -2.1006
H -4.7302 3.4742 -0.3589
H -2.3894 4.3178 0.0612
H -2.0381 4.1630 -1.6994
H -2.1364 -1.5870 -3.1421
H -3.5896 -1.3899 -2.1219
H -3.1931 -3.7966 -2.6659
H -1.5500 -3.6855 -1.9954
H -2.9653 -3.5264 -0.9157
H 1.5445 0.7334 -0.0199
H -1.7255 1.3517 1.8510
H -1.5118 2.7301 3.8804
H 2.6405 1.6981 4.1806
H 2.4807 0.4250 2.0612
H 0.0407 -1.5862 -0.0138
H 1.7959 -1.9911 -4.0327
H 1.7540 -0.1876 -3.9192
H 0.2911 -0.8644 -5.8389
H -0.5451 -2.0295 -4.7698
H -0.7136 -0.2644 -4.4658
H 3.6356 -2.1422 -0.5867
H 5.2421 -3.0997 1.0061
H 4.5320 -3.4842 3.4186
H 2.1155 -3.0696 4.0404
H 0.5307 -2.1474 2.3292

Results of the Mulliken charge analysis, in e, for atoms 1 through 5: number 1, C, carries -1.22; number 2, C, carries -0.23; number 3, O, carries -0.20; number 4, C, carries -0.53; number 5, O, carries -0.72


3.
Density functional theory data (ωB97M-V/def2-TZVPD) for a molecular structure, C24H26O5STl.

The calculation puts the LUMO energy at 2.38 eV. Its net charge is -1. Its HOMO-LUMO gap is 6.284 eV. The value obtained for the energy is -1877.0275 a.u.

CARTESIAN COORDINATES (ANGSTROEM)
Tl -0.1942 -0.5181 1.4687
C 5.0925 -1.3273 -4.0415
O 4.1833 -2.3811 -4.2719
C 3.0549 -2.4140 -3.4924
C 2.1727 -3.4824 -3.7736
C 1.0261 -3.5782 -3.0302
C 0.6727 -2.6675 -2.0135
C -0.5821 -2.8438 -1.2980
C -1.3827 -4.1237 -1.5132
O -1.0565 -2.0152 -0.5259
C 1.5740 -1.5739 -1.7097
O 1.3895 -0.7151 -0.8125
C 2.7777 -1.5026 -2.5119
H 5.9271 -1.4887 -4.7203
H 5.4597 -1.3295 -3.0121
H 4.6370 -0.3551 -4.2483
H 2.4171 -4.1859 -4.5576
H 0.3492 -4.3945 -3.2548
H -0.7569 -5.0147 -1.4472
H -1.8632 -4.1163 -2.4950
H -2.1552 -4.1565 -0.7486
H 3.4375 -0.6787 -2.2818
O 0.9412 1.6834 0.6604
S 2.1146 2.1394 -0.1362
C 1.3849 3.3935 -1.2589
C 0.3710 4.2514 -0.5636
C 0.6265 5.6044 -0.3458
C -0.2796 6.3973 0.3468
C -1.4481 5.8338 0.8441
C -1.7075 4.4846 0.6362
C -0.8140 3.6953 -0.0734
C 3.0187 3.2955 0.9678
C 3.0737 2.6888 2.3396
C 3.8046 1.5258 2.5734
C 3.7634 0.9035 3.8104
C 2.9911 1.4392 4.8334
C 2.2602 2.5958 4.6083
C 2.2974 3.2130 3.3645
H 0.9378 2.7828 -2.0439
H 2.2143 3.9686 -1.6775
H 1.5434 6.0431 -0.7278
H -0.0715 7.4499 0.4971
H -2.1507 6.4454 1.3977
H -2.6006 4.0201 1.0350
H -1.0372 2.6415 -0.1970
H 2.4767 4.2408 0.9759
H 4.0120 3.4259 0.5322
H 4.3859 1.0881 1.7685
H 4.3159 -0.0138 3.9693
H 2.9407 0.9414 5.7938
H 1.6384 3.0072 5.3934
H 1.6979 4.0968 3.1787
C -3.1254 0.4388 1.4288
O -1.8961 0.9303 1.0414
H -3.6612 1.1097 2.1282
H -3.0829 -0.5412 1.9522
H -3.8184 0.2750 0.5828

Results of the Mulliken charge analysis, in e, for atoms 1 through 5: number 1, Tl, carries 0.78; number 2, C, carries -0.76; number 3, O, carries -0.46; number 4, C, carries 1.29; number 5, C, carries -1.13


4.
Density functional theory data (ωB97M-V/def2-TZVPD) for a molecular structure, C24H27AsAuClIO3P.

The calculation puts the LUMO energy (alpha / beta) at -9.19 / -10.03 eV. Its net charge is +2. Its HOMO-LUMO gap (alpha / beta) is 4.539 / 3.699 eV. The value obtained for the energy is -4626.3874 a.u. As for the spin multiplicity: 3.

CARTESIAN COORDINATES (ANGSTROEM)
C -0.1612 -2.7051 -6.4425
C 0.3070 -2.0194 -5.2780
H 0.7632 -3.1186 -6.9643
H -0.7032 -2.1208 -7.2230
H -0.8471 -3.5471 -6.2498
O 1.4142 -1.4776 -4.9775
I -2.7447 -0.8031 -4.7315
Au -0.4434 -1.0083 -3.3901
P -0.1657 1.5567 -2.8357
C 1.5563 2.1022 -2.4307
C -0.4325 2.2950 -4.4971
H -2.2469 2.5218 -2.0729
H -0.8548 3.6986 -1.8932
H -1.0903 2.3373 -0.6815
C -1.1830 2.6372 -1.7543
H -1.4655 2.1142 -4.8093
H -0.2272 3.3773 -4.4834
H 1.5672 3.1904 -2.5541
H 2.2788 1.6492 -3.1253
H 0.2410 1.7989 -5.2043
H 1.7985 1.8199 -1.3987
C 1.3067 -1.0938 -2.6572
O 2.3950 -1.4243 -2.3152
Cl -2.6636 -0.2766 -1.9240
O 0.2878 0.1545 -0.1990
As 0.0727 -0.0305 1.4619
C 1.4367 -1.3946 1.8378
C 1.6067 -2.3719 0.8819
C 2.5273 -3.4029 1.0884
C 3.2509 -3.4280 2.2941
C 3.0560 -2.4587 3.2910
C 2.1113 -1.4334 3.0527
C 0.4256 1.5332 2.5901
C 1.7330 1.9069 2.8602
C 2.0416 3.0490 3.6491
C 0.9607 3.8680 4.0948
C -0.3413 3.5369 3.7271
C -0.6158 2.3891 2.9728
C -1.6413 -0.7812 1.9868
C -1.6903 -1.9841 2.6989
C -2.9168 -2.4734 3.1616
C -4.1148 -1.7741 2.9167
C -4.0659 -0.6051 2.1629
C -2.8505 -0.1120 1.6701
H 0.9581 -2.3556 -0.0241
H 2.6066 -4.1843 0.3522
H 3.9187 -4.2697 2.4839
H 3.5394 -2.5096 4.2453
H 1.8457 -0.7054 3.8265
H 2.5646 1.3074 2.4602
H 3.0483 3.2575 3.9373
H 1.1883 4.7147 4.7431
H -1.1581 4.1873 4.0396
H -1.6187 2.1749 2.6078
H -0.7607 -2.5009 2.9050
H -2.9368 -3.3925 3.7753
H -5.0596 -2.1211 3.3451
H -4.9977 -0.0346 1.9615
H -2.8106 0.7404 1.0350

Results of the Mulliken charge analysis, in e, for atoms 1 through 5: number 1, C, carries -1.18; number 2, C, carries 0.62; number 3, H, carries 0.36; number 4, H, carries 0.38; number 5, H, carries 0.39


5.
Density functional theory data (ωB97M-V/def2-TZVPD) for a molecular structure, C24H27BCl3GeN9PtS2.

The calculation puts the LUMO energy (alpha / beta) at -9.92 / -11.99 eV. Its net charge is +3. Its HOMO-LUMO gap (alpha / beta) is 6.473 / 4.400 eV. The value obtained for the energy is -5820.9716 a.u. As for the spin multiplicity: 2.

CARTESIAN COORDINATES (ANGSTROEM)
Pt -0.1326 -0.0027 0.5064
C -0.3492 1.6678 3.1485
N 0.0708 0.2945 2.7904
C 1.4507 -0.0661 3.1676
C 2.3343 0.1411 2.0007
N 1.8535 0.2541 0.7776
C 2.9641 0.4417 -0.0872
C 3.0678 0.7267 -1.4469
C 4.3365 0.8940 -1.9610
C 5.4828 0.7858 -1.1551
C 5.3889 0.5457 0.1946
C 4.1045 0.3940 0.7077
N 3.6595 0.2133 2.0158
C -0.2974 2.5655 1.9628
N -0.1791 2.1066 0.7369
C -0.2171 3.2286 -0.1227
C -0.1149 3.3481 -1.5064
C -0.1898 4.6178 -2.0347
C -0.3583 5.7505 -1.2171
C -0.4444 5.6447 0.1507
C -0.3620 4.3590 0.6745
N -0.4032 3.8957 1.9905
H -1.3767 1.6322 3.5173
H 0.2616 2.0680 3.9597
H -0.5628 -0.3751 3.2149
H 1.7948 0.4869 4.0434
H 1.4745 -1.1232 3.4363
H 2.1931 0.8383 -2.0631
H 4.4586 1.1356 -3.0088
H 6.4592 0.9166 -1.6020
H 6.2681 0.4904 0.8228
H 4.2441 0.1435 2.8360
H 0.0207 2.4912 -2.1479
H -0.1165 4.7532 -3.1054
H -0.4192 6.7277 -1.6759
H -0.5745 6.5154 0.7792
H -0.5066 4.4696 2.8140
C -4.1874 -1.8459 2.9486
N -3.9977 -2.2230 1.5374
C -4.4985 -3.3018 0.9529
C -4.1565 -3.2263 -0.4223
N -3.4590 -2.1205 -0.6195
B -3.0653 -1.4665 -2.0359
N -1.7706 -2.1576 -2.5741
C -1.6389 -3.3204 -3.2653
C -0.3159 -3.5059 -3.5418
N 0.3554 -2.4493 -3.0083
C 1.8044 -2.2289 -3.1096
C -0.5355 -1.6252 -2.4155
S -0.2189 -0.0465 -1.7861
C -3.2947 -1.4891 0.5884
S -2.5038 -0.0367 0.8905
H -4.9684 -2.4738 3.3662
H -4.4923 -0.8047 3.0002
H -3.2597 -1.9981 3.4923
H -5.0695 -4.0506 1.4827
H -4.4607 -3.8788 -1.2269
H -2.8103 -0.3353 -1.8028
H -3.9889 -1.5804 -2.7852
H -2.4827 -3.9250 -3.5537
H 0.1832 -4.2990 -4.0736
H 2.2233 -3.0066 -3.7403
H 2.2556 -2.2722 -2.1213
H 1.9949 -1.2590 -3.5584
Cl 2.2285 -2.8662 0.8248
Ge 0.1579 -2.3885 0.8412
Cl -0.5828 -2.8227 2.8387
Cl -0.7289 -3.9720 -0.2374

Results of the Mulliken charge analysis, in e, for atoms 1 through 5: number 1, Pt, carries 3.17; number 2, C, carries -1.04; number 3, N, carries -0.78; number 4, C, carries -1.15; number 5, C, carries 0.14


6.
Density functional theory data (ωB97M-V/def2-TZVPD) for a molecular structure, C24H27Cl2F24N2O8S2.

The calculation puts the LUMO energy at 1.30 eV. Its net charge is -1. Its HOMO-LUMO gap is 7.081 eV. The value obtained for the energy is -5755.7037 a.u.

CARTESIAN COORDINATES (ANGSTROEM)
C -4.9603 0.2612 5.8314
C -4.6522 1.2189 4.6681
N -4.5517 0.4765 3.4013
C -5.7582 0.5562 2.5893
C -5.8595 -0.6785 1.6957
S -7.0877 -1.8302 2.3016
O -6.9172 -2.0712 3.7013
O -8.3305 -1.1796 2.0378
N -7.0049 -3.1154 1.3302
S -6.1856 -4.3715 1.9087
O -5.9426 -5.2369 0.8108
O -6.8434 -5.0606 2.9599
C -4.5872 -3.9083 2.6036
Cl -4.4469 -3.7762 4.3254
C -3.5211 -3.6957 1.9239
C -2.2200 -3.3836 2.5619
Cl -3.5094 -3.7664 0.2069
C -3.4095 0.8873 2.7003
C -2.1270 0.2064 3.0916
O -3.3907 1.7061 1.8725
H -5.6922 0.7404 6.4652
H -5.3939 -0.6547 5.4661
H -4.0843 0.0700 6.4263
H -5.3981 1.9951 4.6224
H -3.6745 1.6321 4.8640
H -5.7614 1.4167 1.9377
H -6.6196 0.5645 3.2356
H -4.9227 -1.2063 1.5953
H -6.1752 -0.3869 0.7100
H -2.2998 -2.5843 3.2698
H -1.4633 -3.2249 1.8141
H -1.9461 -4.2593 3.1318
H -2.3253 -0.3780 3.9807
H -1.3611 0.9183 3.3414
H -1.8478 -0.4762 2.3085
C 2.0296 -1.4048 -2.3559
C 0.7826 -0.7462 -1.7318
C 0.5125 -1.0741 -0.2650
F 0.3221 -2.3986 -0.0688
F -0.6126 -0.4397 0.1436
F -0.2944 -1.0267 -2.4922
F 0.9642 0.6040 -1.7996
O 1.8114 -2.5930 -3.0972
C 1.7292 -3.7829 -2.4229
C 0.3354 -4.4000 -2.5237
F -0.5912 -3.5506 -2.0505
F 0.2853 -5.5318 -1.7834
F 2.1225 -3.6374 -1.1420
F 2.6074 -4.6287 -3.0093
H 2.4138 -0.7032 -3.0900
H 2.8356 -1.5229 -1.6313
H 1.3397 -0.7370 0.3590
H 0.0943 -4.6435 -3.5609
C 2.5048 3.3889 -4.1851
C 2.7560 1.9647 -4.6994
C 4.0220 1.7624 -5.5289
F 4.0078 2.5233 -6.6449
F 4.0997 0.4648 -5.9161
F 1.6710 1.5378 -5.3730
F 2.8728 1.1677 -3.5977
O 1.6316 4.1918 -4.9509
C 2.1367 4.8555 -6.0371
C 1.5385 4.3373 -7.3433
F 1.7651 3.0162 -7.4793
F 2.1223 4.9700 -8.3886
F 3.4839 4.8068 -6.0491
F 1.7895 6.1529 -5.9034
H 1.9949 3.2721 -3.2307
H 3.4346 3.9093 -3.9562
H 4.9131 2.0011 -4.9402
H 0.4619 4.5173 -7.3678
C 5.8976 1.3769 2.8990
C 4.4206 0.9618 2.8849
C 4.0584 -0.1909 1.9527
F 4.3406 0.1061 0.6621
F 2.7269 -0.4334 2.0280
F 3.6559 2.0412 2.6200
F 4.1102 0.5613 4.1476
O 6.2499 2.4712 2.0764
C 6.4973 2.2379 0.7489
C 5.4587 2.9143 -0.1457
F 4.2170 2.4913 0.1592
F 5.6993 2.5946 -1.4412
F 6.5881 0.9175 0.4997
F 7.7024 2.7775 0.4709
H 6.0987 1.7242 3.9098
H 6.5622 0.5269 2.7467
H 4.5905 -1.1049 2.2316
H 5.5026 3.9989 -0.0283

Results of the Mulliken charge analysis, in e, for atoms 1 through 5: number 1, C, carries -1.07; number 2, C, carries -0.73; number 3, N, carries 0.53; number 4, C, carries -1.18; number 5, C, carries -0.13


7.
Density functional theory data (ωB97M-V/def2-TZVPD) for 3 unconnected molecules or ions with the total composition C24H27F3IN3O5S2.

The calculation puts the LUMO energy at -1.49 eV. Its HOMO-LUMO gap is 7.308 eV. The value obtained for the energy is -2864.7637 a.u. As for the SMILES: CC[C@H](I)C1=C(OC#N)C(=O)C(C(F)(F)F)=C(CCCSC(=S)n2ccnc2)C1=O.CC(C)=O.CC(C)=O.

CARTESIAN COORDINATES (ANGSTROEM)
C -0.5197 2.0608 2.9011
C -1.5497 1.4100 1.9579
C -2.0142 2.4363 0.9187
I -3.3796 3.8905 1.6862
C -2.4894 1.7245 -0.3064
C -3.6526 1.1349 -0.5276
O -4.6725 1.1308 0.4257
C -5.0543 -0.0742 0.7246
N -5.1908 -1.1119 1.1765
C -3.8913 0.4489 -1.8371
O -4.9318 0.5339 -2.4209
C -2.6872 -0.2722 -2.3464
C -2.8771 -1.5808 -3.0712
F -2.1911 -2.5865 -2.4957
F -2.4566 -1.4905 -4.3514
F -4.1624 -1.9533 -3.0942
C -1.4947 0.2881 -2.1251
C -0.1706 -0.3032 -2.4949
C 0.2292 -1.3026 -1.3651
C 0.8765 -2.5772 -1.9355
S 2.6973 -2.6204 -1.8566
C 2.9739 -2.7533 -0.0932
S 3.2491 -4.1823 0.5948
N 2.9438 -1.5711 0.6362
C 2.5951 -1.4149 1.9654
C 2.6979 -0.0848 2.2307
N 3.1143 0.5996 1.1040
C 3.2518 -0.2974 0.1652
C -1.5071 1.6117 -1.4291
O -0.7968 2.5203 -1.7516
H -0.6300 1.7367 3.9277
H 0.4817 1.8744 2.5404
H -0.6640 3.1391 2.8873
H -2.3720 0.9616 2.5027
H -0.9965 0.6652 1.3866
H -1.1336 2.9922 0.6201
H -0.2458 -0.8062 -3.4457
H 0.5712 0.4804 -2.4915
H -0.6558 -1.6197 -0.8216
H 0.8797 -0.8378 -0.6343
H 0.5286 -3.4387 -1.3733
H 0.5887 -2.7376 -2.9671
H 2.2961 -2.2288 2.5933
H 2.4931 0.3791 3.1750
H 3.5595 -0.1492 -0.8519
C 3.4660 0.1931 -6.2677
C 2.1067 0.3373 -5.6297
C 0.9470 0.6368 -6.5484
O 1.9512 0.2187 -4.4356
H 4.2058 -0.0200 -5.4998
H 3.4553 -0.6250 -6.9895
H 3.7385 1.1174 -6.7790
H 0.8346 -0.1634 -7.2816
H 1.1180 1.5789 -7.0708
H 0.0313 0.7162 -5.9662
C 1.2017 -0.7792 7.6427
C 0.6828 0.2444 6.6628
C -0.4221 1.1523 7.1468
O 1.1324 0.3320 5.5436
H 1.9891 -1.3639 7.1730
H 1.6059 -0.2807 8.5249
H 0.3950 -1.4474 7.9477
H -0.0822 1.7269 8.0095
H -1.2936 0.5612 7.4318
H -0.7038 1.8401 6.3530

Results of the Mulliken charge analysis, in e, for atoms 1 through 5: number 1, C, carries -0.91; number 2, C, carries -0.09; number 3, C, carries -1.54; number 4, I, carries 0.13; number 5, C, carries -0.08